[1]
Density functional theory data (ωB97M-V with the def2-TZVPD basis set) for a structure of composition C35H42Cl3HfNO3SSi.

Summary:
E_tot = -3755.88293 a.u.
LUMO level = -0.554 eV
energy relative to the best compared isomer or geometry (same formula, charge and spin) = 0.000 eV

Last column: Löwdin charge in e.
CARTESIAN COORDINATES (ANGSTROEM)
Hf1 0.514 -0.250 0.546  1.47
C1 1.710 -3.498 1.504  -0.01
C2 0.760 -3.002 2.553  -0.30
C3 0.229 -3.888 3.514  0.00
C4 -0.618 -3.420 4.473  0.01
C5 -0.918 -2.046 4.541  -0.15
C6 -1.762 -1.490 5.530  -0.04
C7 -1.973 -0.143 5.551  -0.07
C8 -1.344 0.699 4.611  -0.09
C9 -0.520 0.197 3.634  -0.59
S1 0.321 1.274 2.530  0.60
C10 -0.326 -1.210 3.571  -0.23
N1 0.453 -1.722 2.567  0.05
H1 2.682 -3.016 1.630  0.08
H2 1.346 -3.267 0.500  0.07
H3 1.846 -4.574 1.586  0.08
H4 0.496 -4.934 3.463  0.11
H5 -1.055 -4.092 5.202  0.12
H6 -2.224 -2.142 6.259  0.11
H7 -2.617 0.295 6.302  0.11
H8 -1.501 1.768 4.662  0.11
Cl1 8.055 -1.573 -0.541  0.67
C11 6.333 -1.363 -0.470  -0.67
C12 5.759 -0.824 0.667  -0.12
C13 4.388 -0.661 0.700  -0.57
Cl2 3.613 -0.006 2.102  0.74
C14 3.559 -1.013 -0.370  -0.46
O1 2.247 -0.846 -0.313  -0.34
C15 4.183 -1.570 -1.489  -0.58
Cl3 3.199 -2.059 -2.823  0.75
C16 5.554 -1.742 -1.550  -0.12
H9 6.367 -0.534 1.510  0.11
H10 6.006 -2.169 -2.432  0.11
C17 -0.778 4.167 0.376  -0.12
C18 -1.361 3.181 -0.646  -0.62
C19 -1.970 4.012 -1.783  -0.10
C20 -2.510 2.462 0.076  -0.12
Si1 -0.044 1.880 -1.291  0.79
C21 -0.736 1.032 -2.913  -0.63
C22 -0.657 1.920 -4.162  -0.09
C23 -2.201 0.620 -2.720  -0.11
C24 0.035 -0.266 -3.204  -0.13
C25 1.670 2.750 -1.660  -0.63
C26 1.557 4.092 -2.396  -0.09
C27 2.595 1.852 -2.490  -0.11
C28 2.402 2.965 -0.325  -0.12
H11 -1.591 4.796 0.761  0.08
H12 -0.036 4.833 -0.057  0.06
H13 -0.335 3.658 1.229  0.02
H14 -2.646 4.766 -1.361  0.08
H15 -2.558 3.401 -2.468  0.06
H16 -1.214 4.539 -2.365  0.07
H17 -3.273 3.198 0.362  0.09
H18 -2.160 1.977 0.984  0.04
H19 -2.995 1.706 -0.538  0.05
H20 -1.192 2.862 -4.038  0.06
H21 -1.103 1.396 -5.016  0.08
H22 0.371 2.154 -4.430  0.06
H23 -2.870 1.476 -2.646  0.06
H24 -2.337 0.009 -1.825  0.06
H25 -2.526 0.023 -3.580  0.09
H26 1.095 -0.103 -3.367  0.03
H27 -0.369 -0.731 -4.112  0.09
H28 -0.069 -0.997 -2.398  0.05
H29 1.054 3.985 -3.356  0.07
H30 2.560 4.490 -2.592  0.08
H31 1.021 4.842 -1.819  0.06
H32 2.254 1.740 -3.516  0.07
H33 2.697 0.858 -2.053  0.04
H34 3.595 2.302 -2.528  0.09
H35 1.841 3.571 0.381  0.06
H36 3.362 3.463 -0.504  0.09
H37 2.624 2.008 0.159  0.03
O2 -0.488 -2.058 -0.230  -0.12
C29 -1.603 -1.718 0.295  -0.57
O3 -1.659 -0.578 0.845  -0.13
C30 -2.758 -2.626 0.287  -0.14
C31 -2.670 -3.858 -0.351  -0.01
C32 -3.762 -4.708 -0.345  -0.07
C33 -4.934 -4.326 0.296  -0.07
C34 -5.020 -3.094 0.934  -0.06
C35 -3.931 -2.239 0.930  0.00
H38 -1.748 -4.129 -0.847  0.12
H39 -3.705 -5.667 -0.842  0.11
H40 -5.786 -4.993 0.298  0.11
H41 -5.935 -2.801 1.430  0.11
H42 -3.969 -1.272 1.415  0.12

[2]
Density functional theory data (ωB97M-V with the def2-TZVPD basis set) for a cluster of 42 separate species, C21H109BI2O45P in total.

Summary:
E_tot = -5212.79573 a.u.
total charge = -1
LUMO level = 1.107 eV
energy relative to the best compared isomer or geometry (same formula, charge and spin) = 0.000 eV

Last column: Löwdin charge in e.
CARTESIAN COORDINATES (ANGSTROEM)
C1 -1.906 2.327 -1.204  0.01
C2 -1.900 1.310 -0.605  -0.15
P1 -2.267 -0.224 0.518  0.61
C3 -3.202 0.754 1.852  -0.23
C4 -4.147 1.854 1.290  -0.19
C5 -3.659 3.293 1.459  -0.22
C6 -4.124 4.214 0.522  -0.05
C7 -3.798 5.552 0.575  -0.08
C8 -2.976 5.950 1.607  -0.13
C9 -2.466 5.086 2.533  -0.12
C10 -2.823 3.745 2.447  -0.05
B1 -2.519 -2.004 1.312  -0.63
O1 -2.824 -2.269 2.668  0.01
O2 -2.429 -3.137 0.480  0.00
C11 -3.375 -4.152 0.794  -0.25
C12 -4.848 -3.668 0.788  -0.05
O3 -1.481 -1.097 -0.794  -0.27
C13 -0.088 -1.072 -0.590  -0.30
C14 0.503 -2.424 -0.991  -0.10
C15 1.278 -2.454 -2.061  -0.01
C16 0.437 -0.255 0.691  -0.37
C17 1.200 1.058 0.471  -0.09
C18 2.103 1.569 1.278  0.00
C19 1.168 -0.995 1.880  -0.57
I1 0.075 -1.016 3.741  1.02
C20 2.366 -1.570 1.907  -0.76
C21 3.302 -1.614 0.706  -0.12
I2 3.051 -2.433 3.736  0.83
O4 -0.793 0.170 1.358  -0.44
H1 -1.989 3.211 -1.799  0.02
H2 -3.465 -0.420 -0.257  0.04
H3 -3.822 0.103 2.487  0.08
H4 -2.433 1.172 2.516  0.05
H5 -5.100 1.804 1.852  0.12
H6 -4.410 1.709 0.237  0.07
H7 -4.768 3.874 -0.289  0.11
H8 -4.200 6.246 -0.157  0.10
H9 -2.721 7.007 1.685  0.09
H10 -1.790 5.382 3.337  0.10
H11 -2.440 3.051 3.195  0.11
H12 -2.123 -2.859 2.973  0.04
H13 -3.153 -4.687 1.733  0.11
H14 -3.304 -4.920 0.005  0.11
H15 -5.084 -3.396 1.828  0.08
H16 -5.016 -2.816 0.121  0.07
H17 -5.517 -4.503 0.540  0.05
H18 0.228 -0.412 -1.427  0.12
H19 0.270 -3.352 -0.462  0.11
H20 1.400 -3.342 -2.680  0.06
H21 1.829 -1.539 -2.262  0.05
H22 0.934 1.655 -0.411  0.10
H23 2.128 1.423 2.361  0.07
H24 2.880 2.212 0.868  0.05
H25 3.138 -2.569 0.201  0.07
H26 4.329 -1.678 1.106  0.05
H27 3.215 -0.754 0.044  0.08
O5 -0.037 -4.319 5.710  -0.08
H28 -0.455 -4.970 5.135  0.04
H29 0.046 -3.534 5.150  -0.06
O6 4.327 -3.754 7.383  -0.05
H30 4.172 -3.451 6.479  0.00
H31 3.503 -3.553 7.840  0.06
O7 3.899 -1.724 -3.065  -0.07
H32 3.770 -1.230 -3.883  0.02
H33 4.258 -2.565 -3.358  0.03
O8 3.760 -2.457 -5.882  -0.04
H34 4.359 -2.041 -6.511  0.04
H35 3.212 -3.035 -6.422  0.04
O9 3.500 3.903 2.797  -0.06
H36 2.663 4.365 2.638  0.02
H37 3.406 3.548 3.686  0.04
O10 -2.991 8.130 4.116  -0.06
H38 -3.076 8.635 3.299  0.01
H39 -2.565 7.312 3.840  0.00
O11 0.782 1.505 -3.265  -0.06
H40 0.577 1.837 -4.147  0.02
H41 -0.022 1.692 -2.755  0.00
O12 -5.709 -0.015 -1.007  -0.08
H42 -5.800 0.501 -1.819  -0.01
H43 -5.302 -0.837 -1.296  0.03
O13 -7.200 2.026 -1.591  -0.06
H44 -8.017 2.510 -1.765  0.02
H45 -7.315 1.679 -0.698  0.05
O14 3.542 3.154 -1.558  -0.07
H46 4.119 2.623 -0.993  -0.01
H47 2.874 2.528 -1.871  0.02
O15 -0.342 0.512 -6.227  -0.06
H48 0.182 -0.020 -5.616  0.03
H49 -1.035 -0.089 -6.523  0.02
O16 5.970 4.263 0.710  -0.06
H50 5.375 4.179 1.464  -0.01
H51 5.558 4.940 0.163  0.04
O17 4.646 0.184 6.234  -0.07
H52 5.154 -0.325 6.876  0.04
H53 3.958 -0.425 5.940  -0.03
O18 7.461 1.044 6.078  -0.07
H54 6.602 1.091 5.641  0.00
H55 8.054 1.503 5.476  0.00
O19 5.939 1.538 -1.524  -0.05
H56 5.887 2.016 -2.361  0.04
H57 6.880 1.510 -1.322  0.05
O20 -5.814 0.782 -3.890  -0.06
H58 -6.588 1.220 -3.508  0.00
H59 -5.931 0.888 -4.838  0.01
O21 -4.881 9.654 2.598  -0.06
H60 -5.700 10.118 2.402  0.04
H61 -5.007 9.316 3.494  0.03
O22 6.960 3.320 4.395  -0.04
H62 6.773 3.603 3.491  0.05
H63 6.163 3.553 4.884  0.07
O23 0.658 3.934 2.871  -0.05
H64 0.270 3.160 3.294  0.05
H65 -0.080 4.334 2.394  0.03
O24 -3.961 -0.506 -5.869  -0.06
H66 -4.840 -0.589 -6.251  0.01
H67 -4.112 -0.581 -4.916  0.05
O25 -7.513 2.626 -5.084  -0.03
H68 -8.380 2.656 -5.504  0.04
H69 -6.957 3.164 -5.660  0.06
O26 -5.484 -6.930 -0.482  -0.06
H70 -5.564 -6.427 -1.299  0.04
H71 -5.059 -7.752 -0.753  0.03
O27 -9.829 2.944 -3.148  -0.05
H72 -9.203 3.392 -3.730  0.02
H73 -10.331 2.367 -3.735  0.04
O28 -3.826 -3.812 -4.899  -0.06
H74 -4.098 -2.982 -5.304  -0.02
H75 -2.908 -3.909 -5.166  0.05
O29 -6.555 -2.626 -5.351  -0.04
H76 -6.025 -3.148 -4.733  0.03
H77 -7.217 -3.246 -5.672  0.05
O30 9.793 3.668 3.442  -0.06
H78 9.605 3.951 2.541  0.04
H79 8.994 3.901 3.932  -0.01
O31 -4.155 -2.671 -7.605  -0.06
H80 -4.374 -2.333 -8.479  0.04
H81 -4.959 -2.524 -7.089  0.00
O32 6.045 0.096 -4.821  -0.05
H82 5.795 0.363 -3.927  0.02
H83 6.887 -0.358 -4.699  0.01
O33 7.790 -1.856 -3.383  -0.05
H84 8.354 -2.381 -2.802  0.02
H85 7.084 -2.461 -3.634  0.04
O34 -6.573 -9.704 -1.323  -0.08
H86 -6.944 -8.998 -0.779  0.03
H87 -7.341 -10.189 -1.641  0.02
O35 8.151 -3.125 -0.934  -0.06
H88 7.344 -2.619 -1.081  0.03
H89 8.069 -3.429 -0.012  0.06
O36 -4.827 1.489 -7.771  -0.06
H90 -4.824 1.930 -8.627  0.03
H91 -3.895 1.429 -7.527  0.04
O37 -12.598 2.202 -2.432  -0.06
H92 -13.349 2.791 -2.553  0.03
H93 -11.913 2.767 -2.053  0.02
O38 6.566 -5.174 6.376  -0.07
H94 5.791 -4.690 6.688  -0.02
H95 6.506 -5.114 5.415  0.00
O39 9.444 3.423 6.570  -0.06
H96 8.585 3.472 6.132  0.00
H97 10.041 3.887 5.965  -0.01
O40 12.090 4.426 5.869  -0.05
H98 12.932 4.513 5.413  0.04
H99 12.170 3.596 6.353  0.05
O41 3.559 1.636 -6.240  -0.06
H100 3.307 1.906 -5.351  0.03
H101 4.402 1.181 -6.117  0.00
O42 -2.981 -4.792 6.660  -0.06
H102 -3.226 -3.961 6.242  0.03
H103 -2.055 -4.913 6.414  -0.01
O43 7.380 -4.093 3.630  -0.08
H104 8.251 -4.476 3.793  0.04
H105 7.351 -3.319 4.211  0.02
O44 8.166 -1.441 3.361  -0.05
H106 7.942 -0.616 2.919  0.04
H107 9.092 -1.583 3.137  0.04
O45 -6.937 -11.069 -3.505  -0.06
H108 -6.928 -10.645 -4.369  0.05
H109 -6.010 -11.098 -3.246  0.04